# 1
22
Properties=species:S:1:pos:R:3 method="wB97M-V/def2-TZVPD" homo_energy_ev="-14.78 / -14.74" homo_lumo_gap_ev="11.25 / 5.31" s2=0.76 total_charge=+1 multiplicity=2 max_force_ev_per_a=4.5
C -1.081 0.493 -1.311
C -0.574 0.544 0.101
C 0.149 -0.774 0.499
C 0.583 -0.738 1.975
C -0.863 -1.936 0.364
N 0.013 0.350 -2.326
H -1.419 1.541 -1.425
H -1.889 -0.210 -1.492
H 0.162 1.336 0.155
H -1.414 0.769 0.766
H 1.016 -0.959 -0.177
H 1.192 -1.610 2.233
H -0.199 -0.490 2.694
H 1.342 0.046 2.040
H -0.351 -2.784 0.813
H -0.941 -2.235 -0.690
H -1.819 -1.685 0.821
H -0.203 1.143 -2.948
H -0.137 -0.385 -3.030
H 2.686 1.983 0.170
H 1.676 3.107 0.078
O 2.071 2.494 0.691


# 2
59
Properties=species:S:1:pos:R:3 method="wB97M-V/def2-TZVPD" homo_energy_ev="-14.38 / -14.39" homo_lumo_gap_ev="7.14 / 7.38" s2=0.75 total_charge=+2 multiplicity=2 max_force_ev_per_a=2.0
Ti 0.192 0.834 0.347
C 3.657 -0.224 1.758
P 2.374 1.057 1.650
C 2.227 1.497 3.418
C 3.405 2.339 0.752
C 2.585 3.559 0.396
P 1.324 2.872 -0.818
C 0.255 4.194 -1.479
C 2.430 2.663 -2.297
H 4.586 0.211 2.176
H 3.915 -0.699 0.781
H 3.282 -0.981 2.462
H 3.174 1.686 3.814
H 1.748 0.690 3.949
H 1.601 2.376 3.583
H 3.854 1.870 -0.139
H 4.246 2.675 1.368
H 3.141 4.343 -0.130
H 2.121 4.021 1.264
H 0.887 4.940 -1.955
H -0.244 4.640 -0.618
H -0.421 3.800 -2.228
H 3.225 3.402 -2.150
H 1.930 2.912 -3.208
H 2.856 1.654 -2.364
O -1.835 -3.008 -3.928
S -0.473 -2.922 -3.505
O 0.634 -3.088 -4.383
N -0.337 -1.389 -2.791
C -0.054 -1.572 -1.571
O 0.198 -0.608 -0.709
C -0.071 -2.915 -0.965
C 0.171 -3.343 0.342
C 0.148 -4.687 0.564
C -0.114 -5.605 -0.452
C -0.288 -5.180 -1.745
C -0.239 -3.832 -2.000
H 0.480 -2.682 1.170
H 0.357 -5.024 1.542
H -0.204 -6.690 -0.185
H -0.539 -5.815 -2.574
N -3.320 3.468 1.596
C -2.801 2.301 1.210
S -1.226 2.002 1.933
N -3.497 1.467 0.484
C -3.281 0.039 0.337
C -2.951 -0.705 1.467
C -2.762 -2.073 1.287
C -2.923 -2.689 0.058
C -3.283 -1.897 -1.052
C -3.463 -0.556 -0.880
H -2.689 4.112 2.043
H -4.304 3.662 1.504
H -4.349 1.836 0.101
H -2.822 -0.176 2.407
H -2.457 -2.706 2.090
H -2.836 -3.788 -0.014
H -3.455 -2.351 -2.009
H -3.763 0.088 -1.702


# 3
162
Properties=species:S:1:pos:R:3 method="wB97M-V/def2-TZVPD" homo_energy_ev=-10.61 homo_lumo_gap_ev=5.24 total_charge=+1 max_force_ev_per_a=9.5
C 3.299 -3.847 2.647
C 3.712 -2.962 1.747
C 4.050 -1.756 0.704
N 4.221 -0.362 1.251
P 5.346 -0.510 2.619
O 6.102 0.887 3.200
O 6.592 -1.721 2.403
S 4.717 -1.221 4.356
C 2.898 0.384 1.537
S 1.640 0.152 0.112
P 1.765 -0.361 2.867
S -0.076 0.378 2.849
C 3.104 1.969 1.938
C 1.897 2.972 1.531
C 2.270 4.564 1.526
C 1.292 5.331 2.608
C 1.920 6.774 3.074
N 2.534 7.420 1.862
C 3.942 7.845 2.084
C 5.060 7.440 0.961
O 4.367 8.545 3.067
C 3.221 2.207 3.560
C 3.943 3.515 4.095
C 5.454 4.037 3.827
N 3.269 4.326 4.940
O 4.295 2.526 1.350
C 4.698 1.974 0.086
F 3.653 2.373 -0.873
C 5.901 2.987 -0.332
F 5.228 4.241 -0.696
F 6.702 3.425 0.812
F 6.660 2.658 -1.480
C 5.006 0.380 0.104
O 4.523 -0.106 -1.149
C 5.059 0.210 -2.399
C 4.759 -1.056 -3.417
C 6.583 0.013 0.052
O 7.084 -1.033 -0.542
N 7.744 0.722 0.704
C 8.976 0.585 -0.139
O 9.933 -0.142 0.290
F 9.140 1.188 -1.428
H 3.039 -4.508 3.555
H 5.025 -2.208 0.238
H 3.267 -1.958 -0.104
H 6.283 1.610 2.561
H 6.274 -2.606 2.699
H 0.561 0.989 0.211
H 1.467 -1.777 2.701
H 2.125 -0.195 4.232
H 1.532 2.864 0.425
H 0.959 2.902 2.189
H 2.033 5.088 0.513
H 3.349 4.828 1.781
H 0.297 5.598 2.069
H 1.055 4.654 3.507
H 1.111 7.447 3.583
H 2.758 6.655 3.858
H 1.962 8.283 1.695
H 4.534 7.329 -0.067
H 5.803 8.336 0.874
H 5.639 6.481 1.232
H 3.673 1.327 4.137
H 2.104 2.259 3.907
H 5.708 4.952 4.510
H 5.458 4.461 2.751
H 6.274 3.263 4.041
H 2.322 3.961 5.128
H 4.468 1.091 -2.896
H 6.165 0.450 -2.568
H 4.029 -0.754 -4.260
H 4.444 -1.993 -2.830
H 5.757 -1.338 -3.956
H 8.014 0.264 1.601
N 1.839 -2.664 -3.256
C 1.971 -3.893 -3.788
C 1.279 -5.006 -3.338
C 0.401 -4.847 -2.274
C 0.246 -3.590 -1.705
C 0.981 -2.538 -2.229
H 2.671 -3.966 -4.614
H 1.423 -5.972 -3.806
H -0.159 -5.695 -1.893
H -0.431 -3.431 -0.874
H 0.892 -1.536 -1.821
N -1.466 1.584 -0.179
C -2.301 0.641 0.296
C -3.551 0.377 -0.239
C -3.971 1.130 -1.327
C -3.131 2.111 -1.837
C -1.898 2.297 -1.235
H -1.928 0.081 1.148
H -4.180 -0.398 0.183
H -4.944 0.953 -1.773
H -3.428 2.716 -2.685
H -1.205 3.049 -1.600
N 4.934 0.221 -6.301
C 4.573 -0.687 -7.225
C 5.270 -0.907 -8.402
C 6.405 -0.146 -8.646
C 6.800 0.800 -7.710
C 6.039 0.943 -6.562
H 3.678 -1.254 -6.991
H 4.934 -1.655 -9.111
H 6.976 -0.289 -9.558
H 7.680 1.411 -7.870
H 6.309 1.667 -5.799
N -5.594 0.264 3.168
C -4.358 0.790 3.224
C -3.339 0.283 4.012
C -3.606 -0.831 4.796
C -4.873 -1.395 4.761
C -5.825 -0.818 3.936
H -4.199 1.662 2.596
H -2.361 0.748 4.015
H -2.833 -1.256 5.428
H -5.116 -2.265 5.360
H -6.830 -1.225 3.871
N -2.826 0.034 -4.769
C -1.772 -0.782 -4.951
C -0.820 -0.603 -5.940
C -0.960 0.479 -6.798
C -2.039 1.338 -6.635
C -2.936 1.075 -5.613
H -1.708 -1.615 -4.257
H 0.011 -1.291 -6.038
H -0.235 0.653 -7.587
H -2.179 2.191 -7.287
H -3.794 1.719 -5.443
N -9.188 -0.078 1.240
C -8.161 -0.876 1.586
C -8.216 -2.260 1.553
C -9.398 -2.862 1.143
C -10.475 -2.064 0.782
C -10.320 -0.687 0.845
H -7.260 -0.360 1.902
H -7.356 -2.854 1.840
H -9.479 -3.943 1.105
H -11.412 -2.500 0.458
H -11.132 -0.021 0.570
N -7.270 -4.398 -0.871
C -6.656 -5.508 -1.318
C -5.572 -5.496 -2.181
C -5.093 -4.268 -2.615
C -5.708 -3.105 -2.172
C -6.783 -3.222 -1.306
H -7.070 -6.443 -0.953
H -5.115 -6.423 -2.507
H -4.247 -4.217 -3.293
H -5.359 -2.130 -2.492
H -7.295 -2.342 -0.929
N -9.095 -5.131 5.310
C -9.927 -6.074 5.785
C -11.178 -6.339 5.252
C -11.602 -5.585 4.166
C -10.764 -4.602 3.655
C -9.530 -4.417 4.257
H -9.552 -6.634 6.636
H -11.806 -7.114 5.674
H -12.575 -5.761 3.721
H -11.063 -3.996 2.810
H -8.838 -3.663 3.892


# 4
34
Properties=species:S:1:pos:R:3 method="wB97M-V/def2-TZVPD" homo_energy_ev=-8.70 homo_lumo_gap_ev=9.34 smiles="CSCC[C@H](NC(=O)Nc1cccc(Br)c1)C(=O)O" max_force_ev_per_a=0.7
C 3.128 -2.407 -5.532
S 1.387 -1.946 -5.293
C 0.917 -3.136 -3.979
C 0.286 -2.440 -2.785
C 1.287 -1.601 -1.978
N 0.662 -1.168 -0.744
C 1.309 -1.333 0.445
O 2.329 -1.975 0.575
N 0.729 -0.724 1.542
C -0.499 -0.093 1.699
C -1.637 -0.455 0.978
C -2.834 0.204 1.190
C -2.936 1.218 2.127
C -1.809 1.550 2.860
Br -1.923 2.919 4.180
C -0.601 0.913 2.662
C 1.699 -0.345 -2.743
O 0.963 0.589 -2.919
O 2.981 -0.353 -3.101
H 3.681 -2.222 -4.616
H 3.507 -1.777 -6.331
H 3.189 -3.450 -5.826
H 1.819 -3.671 -3.689
H 0.207 -3.835 -4.422
H -0.132 -3.196 -2.116
H -0.524 -1.790 -3.124
H 2.173 -2.186 -1.716
H 0.017 -0.397 -0.846
H 1.340 -0.718 2.347
H -1.596 -1.275 0.279
H -3.707 -0.084 0.625
H -3.869 1.731 2.293
H 0.263 1.189 3.247
H 3.207 0.463 -3.577


# 5
9
Properties=species:S:1:pos:R:3 method="wB97M-V/def2-TZVPD" homo_energy_ev="-9.34 / -9.34" homo_lumo_gap_ev="8.14 / 8.14" max_force_ev_per_a=0.6
O 2.118 -1.761 0.191
C 1.014 -1.910 -0.272
C -0.161 -1.227 0.290
N -0.610 -0.133 0.080
C -0.963 1.102 0.031
N -0.191 1.944 0.872
O -0.268 3.118 0.577
H 0.784 -2.591 -1.110
H -1.723 1.458 -0.660


# 6
71
Properties=species:S:1:pos:R:3 method="wB97M-V/def2-TZVPD" homo_energy_ev="-5.11 / -5.10" homo_lumo_gap_ev="7.75 / 7.74" s2=0.86 total_charge=-1 multiplicity=2 max_force_ev_per_a=1.8
Mn -0.090 0.086 -0.110
C -1.533 -2.751 0.245
N -0.635 -1.727 0.769
C -0.151 -1.853 1.952
C 0.659 -0.795 2.462
C 1.325 -0.558 3.664
C 1.894 0.717 3.540
C 1.542 1.194 2.272
N 0.799 0.283 1.630
C -0.803 -3.971 -0.272
C 0.255 -3.820 -1.168
C 0.913 -4.935 -1.659
C 0.527 -6.212 -1.267
C -0.525 -6.367 -0.379
C -1.185 -5.248 0.116
H -2.099 -2.302 -0.572
H -2.248 -3.049 1.018
H -0.371 -2.732 2.561
H 1.380 -1.225 4.511
H 2.484 1.242 4.276
H 1.776 2.141 1.806
H 0.547 -2.817 -1.463
H 1.732 -4.808 -2.358
H 1.045 -7.082 -1.654
H -0.832 -7.358 -0.068
H -2.008 -5.371 0.812
N -0.753 5.668 -4.416
C -1.051 4.319 -4.187
C -0.028 3.370 -4.151
C -0.319 2.042 -3.904
C -1.635 1.646 -3.706
C -2.662 2.575 -3.774
C -2.371 3.902 -4.027
S -1.949 0.001 -3.176
O -0.962 -0.848 -3.785
O -3.353 -0.265 -3.391
N -1.653 0.040 -1.601
C -2.572 0.437 -0.698
S -4.290 0.685 -0.807
C -4.307 1.089 0.881
C -3.065 1.000 1.404
N -2.094 0.639 0.513
H 0.165 5.925 -4.084
H -1.445 6.292 -4.029
H 0.999 3.685 -4.291
H 0.468 1.302 -3.851
H -3.683 2.255 -3.612
H -3.169 4.635 -4.060
H -5.219 1.374 1.377
H -2.792 1.205 2.429
F 0.849 4.562 0.641
C 0.484 4.327 -0.636
F -0.158 5.425 -1.061
F 1.623 4.242 -1.351
C -0.396 3.040 -0.724
O -1.579 3.188 -0.955
O 0.314 2.013 -0.502
C 3.404 -1.154 -0.538
C 2.494 -0.357 -1.492
C 2.942 1.109 -1.498
C 2.583 -0.954 -2.901
N 1.168 -0.600 -0.999
H 4.441 -1.075 -0.874
H 3.114 -2.207 -0.523
H 3.326 -0.758 0.476
H 3.971 1.179 -1.865
H 2.893 1.527 -0.492
H 2.299 1.723 -2.126
H 3.586 -0.805 -3.308
H 1.851 -0.496 -3.564
H 2.364 -2.022 -2.874


# 7
63
Properties=species:S:1:pos:R:3 method="wB97M-V/def2-TZVPD" homo_energy_ev="-10.52 / -11.17" homo_lumo_gap_ev="7.15 / 5.69" s2=8.79 total_charge=+1 multiplicity=6 max_force_ev_per_a=0.5
Ir 0.057 0.262 -0.161
Cl -0.781 3.778 -6.240
C -0.146 3.228 -4.752
C -0.884 2.346 -4.004
C -0.386 1.858 -2.785
N -0.996 0.943 -1.979
C -2.280 0.516 -2.239
O -3.110 1.090 -2.911
C -2.618 -0.817 -1.626
C -3.826 -1.416 -1.941
C -4.090 -2.676 -1.430
C -3.137 -3.287 -0.630
C -1.961 -2.609 -0.356
N -1.706 -1.394 -0.843
C 0.910 2.325 -2.336
C 1.643 3.247 -3.130
C 1.131 3.690 -4.308
Cl 2.027 4.796 -5.261
N 1.288 1.873 -1.141
C 2.407 2.312 -0.460
O 3.430 2.744 -0.936
C 2.204 2.253 1.030
C 3.132 2.842 1.867
C 2.860 2.890 3.225
C 1.671 2.351 3.684
C 0.814 1.750 2.778
N 1.069 1.699 1.472
H -1.852 2.041 -4.361
H -4.519 -0.889 -2.580
H -5.020 -3.179 -1.661
H -3.289 -4.277 -0.223
H -1.193 -3.060 0.260
H 2.614 3.576 -2.800
H 4.029 3.262 1.435
H 3.558 3.351 3.910
H 1.405 2.383 4.730
H -0.108 1.300 3.115
N -0.442 -3.892 4.791
C -0.890 -3.029 4.180
C -1.432 -1.944 3.408
C -2.710 -1.450 3.642
C -3.165 -0.394 2.869
C -2.334 0.124 1.895
N -1.106 -0.361 1.671
C -0.653 -1.375 2.409
H -3.328 -1.885 4.416
H -4.150 0.026 3.018
H -2.651 0.948 1.267
H 0.354 -1.722 2.201
C 3.746 -0.919 2.180
O 2.412 -0.842 2.689
H 4.115 -1.945 2.184
H 4.424 -0.281 2.753
H 3.718 -0.567 1.152
H 2.446 -1.128 3.608
C 0.570 -2.542 -3.156
O 0.679 -3.289 -1.930
C 1.220 -2.759 -0.847
S 1.444 -3.653 0.494
S 1.776 -1.082 -0.925
H 0.052 -3.208 -3.838
H 1.560 -2.304 -3.542
H -0.005 -1.630 -3.000


# 8
11
Properties=species:S:1:pos:R:3 method="wB97M-V/def2-TZVPD" homo_energy_ev=-7.47 homo_lumo_gap_ev=8.21 smiles="SS/N=C/N1C=C1" max_force_ev_per_a=2.8
S -3.780 0.734 -0.040
S -2.506 -0.863 -0.115
N -1.025 -0.176 0.023
C 0.036 -0.858 0.207
N 1.244 -0.277 0.398
C 1.722 0.926 -0.322
C 2.520 -0.077 -0.424
H -3.186 1.341 0.965
H 0.185 -2.018 0.347
H 1.370 1.889 -0.546
H 3.420 -0.622 -0.494


# 9
62
Properties=species:S:1:pos:R:3 method="wB97M-V/def2-TZVPD" homo_energy_ev=-11.46 homo_lumo_gap_ev=8.22 total_charge=+1 max_force_ev_per_a=0.2
Sc 0.596 -0.165 0.433
F 2.185 -1.597 6.465
C 1.109 -1.974 5.750
C 1.211 -2.050 4.402
C 0.121 -2.517 3.647
C 0.087 -2.306 2.228
O 1.058 -1.681 1.671
C -1.076 -2.716 1.541
C -2.070 -3.342 2.241
N -2.053 -3.519 3.570
C -3.229 -4.059 4.225
C -3.816 -5.324 3.685
C -3.096 -5.335 5.000
C -0.999 -3.017 4.314
C -1.102 -2.884 5.707
C -0.103 -2.264 6.436
N -0.253 -1.934 7.786
C 0.299 -0.671 8.283
C -0.773 0.440 8.324
N -1.909 0.069 7.429
C -2.606 -1.175 7.903
C -1.542 -2.177 8.402
C -1.375 -2.385 0.096
O -2.169 -3.041 -0.524
O -0.756 -1.312 -0.344
H 2.119 -1.744 3.901
H -2.950 -3.691 1.716
H -3.903 -3.289 4.583
H -3.317 -5.789 2.846
H -4.893 -5.403 3.677
H -2.118 -5.795 5.024
H -3.675 -5.436 5.908
H -2.013 -3.203 6.183
H 1.127 -0.354 7.665
H 0.687 -0.821 9.290
H -0.376 1.394 7.982
H -1.192 0.578 9.319
H -1.601 -0.053 6.440
H -2.578 0.838 7.382
H -3.187 -1.540 7.060
H -3.288 -0.889 8.701
H -1.876 -3.199 8.238
H -1.411 -2.064 9.479
S -2.394 0.294 4.308
C -1.366 0.444 3.040
N -0.673 0.556 2.109
O 3.254 -1.598 -2.658
S 3.661 -1.078 -1.396
O 4.140 -1.955 -0.374
N 2.420 -0.146 -0.749
C 2.765 1.122 -0.586
S 1.686 2.190 0.183
C 4.114 1.446 -1.088
C 4.753 2.673 -1.119
C 6.028 2.727 -1.664
C 6.643 1.581 -2.162
C 6.003 0.346 -2.130
C 4.738 0.313 -1.585
H 4.263 3.558 -0.733
H 6.552 3.672 -1.708
H 7.636 1.654 -2.584
H 6.476 -0.545 -2.517